Density functional theory data (ωB97M-V with the def2-TZVPD basis set) for a structure of composition C21H41AsN3O5SiW.

The geometry in XYZ format:
```
73
Properties=species:S:1:pos:R:3:lowdin_charge:R:1
W -0.0653 -0.0356 0.4417 1.585
O 0.4274 0.5092 3.4713 0.037
C 0.9440 0.5784 2.1918 -0.670
O 1.4757 -0.5510 1.6787 -0.229
C 1.7596 1.8243 1.9653 -0.129
O 1.9252 1.9764 0.5588 -0.167
C 3.0214 1.3014 -0.0320 -0.098
C 2.5930 0.1926 -0.9901 -0.594
O 3.4080 -0.3505 -1.6936 0.092
O 1.2984 -0.0622 -1.0629 -0.320
H 0.4425 -0.4166 3.7454 0.114
H 2.7260 1.7509 2.4750 0.145
H 1.2272 2.6997 2.3324 0.137
H 3.6945 0.8731 0.7121 0.142
H 3.5897 2.0206 -0.6253 0.141
C 2.2426 -3.1501 0.0538 -0.245
As 0.4436 -2.6004 -0.3890 1.086
C 0.4042 -2.8101 -2.3123 -0.255
C -0.6014 -4.1125 0.2339 -0.266
H 2.3953 -4.1783 -0.2712 0.042
H 2.3847 -3.0704 1.1293 0.034
H 2.9486 -2.4966 -0.4551 0.025
H 0.6542 -3.8359 -2.5800 0.040
H 1.1309 -2.1225 -2.7401 0.022
H -0.5886 -2.5675 -2.6899 0.015
H -1.6502 -3.9840 -0.0242 0.002
H -0.5116 -4.1940 1.3166 0.039
H -0.2285 -5.0286 -0.2222 0.040
C -4.3581 0.2357 0.9743 -0.174
Si -3.3590 -1.3054 0.6141 0.421
C -3.2280 -1.6329 -1.2375 -0.191
C -4.2017 -2.7710 1.4125 -0.177
C -1.6484 -1.0629 1.3601 -0.439
H -5.2546 0.2941 0.3525 0.040
H -3.7834 1.1517 0.8339 0.013
H -4.6847 0.2135 2.0167 0.041
H -4.1968 -1.5012 -1.7267 0.039
H -2.9077 -2.6581 -1.4379 0.020
H -2.5078 -0.9652 -1.7168 -0.016
H -5.2049 -2.9120 1.0033 0.039
H -4.3033 -2.6177 2.4889 0.039
H -3.6510 -3.7012 1.2599 0.022
H -1.3067 -1.9727 1.8599 0.007
H -1.7652 -0.2786 2.1368 0.031
N -1.0525 2.8790 -4.0245 0.053
C -1.7417 1.8299 -4.8439 -0.093
C -1.1625 0.4690 -4.4707 -0.189
N 0.2777 0.4043 -4.5949 -0.035
C 0.9349 1.4555 -3.8426 -0.184
C 0.4384 2.8525 -4.1945 -0.085
H -1.2783 2.7184 -3.0296 0.102
H -1.4270 3.8028 -4.2368 0.172
H -1.5601 2.0703 -5.8917 0.136
H -2.8075 1.9004 -4.6325 0.126
H -1.6301 -0.2968 -5.0884 0.133
H -1.4241 0.2501 -3.4285 0.105
H 0.5837 0.3642 -5.5587 0.122
H 2.0124 1.4052 -3.9957 0.138
H 0.7567 1.2663 -2.7799 0.099
H 0.6467 3.1153 -5.2321 0.135
H 0.8538 3.6143 -3.5358 0.135
N -0.9975 1.2908 -0.2827 -0.150
C -1.7205 2.3207 -0.8380 -0.378
C -2.9374 2.0946 -1.4976 -0.070
C -3.6416 3.1556 -2.0536 -0.086
C -3.1436 4.4520 -1.9849 -0.095
C -1.9274 4.6829 -1.3469 -0.081
C -1.2198 3.6324 -0.7815 -0.030
H -3.3315 1.0889 -1.5456 0.089
H -4.5956 2.9674 -2.5309 0.115
H -3.7080 5.2764 -2.4005 0.109
H -1.5374 5.6903 -1.2739 0.112
H -0.2775 3.7978 -0.2734 0.116
```

Output
LUMO: -2.61 eV
2S+1: 1
energy above the lowest of the compared OMol25 structures with the same formula, charge and spin: 0.0000 eV
net charge: +1
Kohn-Sham gap: 8.160 eV

=====

Density functional theory data (ωB97M-V with the def2-TZVPD basis set) for a structure of composition C21H41BrI2NO4P at a distorted geometry.

The geometry in XYZ format:
```
71
Properties=species:S:1:pos:R:3:lowdin_charge:R:1
C -3.8239 -1.6233 1.7634 -0.086
C -2.4473 -2.2300 1.0354 -0.233
O -2.0685 -1.4348 -0.1429 -0.189
C -0.6169 -1.4712 -0.3966 -0.504
P 0.1813 -0.1463 0.7223 0.960
O 0.3775 -0.6730 2.3704 -0.332
O -0.5983 1.4078 0.5952 -0.339
N -0.5243 -0.8379 -1.7859 0.044
C 0.7201 -1.3405 -2.4938 -0.306
O 1.6825 -0.6777 -3.1399 -0.025
C 0.6732 -2.9696 -2.2367 -0.496
Br -0.7353 -3.8792 -3.3960 0.637
C 0.1335 -2.9050 -0.6554 -0.267
C 1.4802 -3.3049 0.1883 -0.645
I 3.3523 -2.1484 0.2659 0.769
C 1.4678 -4.6006 0.9689 -0.676
C 0.1775 -5.6252 1.0129 -0.160
I 3.2556 -5.2716 2.1177 0.674
H -4.6363 -2.4901 1.8718 0.086
H -4.3047 -0.7372 1.1521 0.087
H -3.5252 -1.2771 2.8491 0.077
H -1.6393 -2.2721 1.8830 0.121
H -2.7212 -3.3170 0.6721 0.119
H 0.1409 0.0992 2.9655 0.067
H -0.1504 1.9971 -0.1071 0.087
H -0.4086 0.2169 -1.7657 0.117
H 1.7285 -3.5132 -2.2011 0.124
H -0.7732 -3.6511 -0.7134 0.105
H -0.8646 -5.1010 0.9120 0.067
H 0.3462 -6.3962 0.1180 0.104
H 0.2515 -6.2445 2.0094 0.069
C -2.8045 -0.4612 -4.0089 -0.119
C -2.7494 1.0471 -4.1906 -0.264
C -3.2356 1.8191 -2.9615 -0.225
C -4.7023 1.5802 -2.5803 -0.226
C -5.7205 1.8972 -3.6790 -0.274
C -5.7184 3.3612 -4.0908 -0.117
H -3.8271 -0.8118 -3.8460 0.071
H -2.4208 -0.9643 -4.9029 0.071
H -2.1934 -0.7729 -3.1558 0.029
H -3.3256 1.3334 -5.0778 0.099
H -1.7111 1.3361 -4.3931 0.104
H -3.0713 2.8890 -3.1296 0.100
H -2.6080 1.5520 -2.1020 0.092
H -4.9317 2.1882 -1.6967 0.109
H -4.8343 0.5380 -2.2689 0.100
H -6.7202 1.6400 -3.3102 0.104
H -5.5464 1.2673 -4.5572 0.099
H -5.9418 4.0061 -3.2346 0.075
H -6.4812 3.5380 -4.8556 0.070
H -4.7541 3.6627 -4.5086 0.066
C 7.2889 2.3135 3.4148 -0.117
C 6.0331 2.8232 4.1034 -0.275
C 5.0237 1.7143 4.4110 -0.227
C 4.4615 0.9863 3.1832 -0.230
C 3.7670 1.8839 2.1554 -0.268
C 2.5416 2.5919 2.7121 -0.109
H 7.0637 1.8644 2.4437 0.066
H 7.9879 3.1391 3.2431 0.071
H 7.7943 1.5641 4.0322 0.076
H 5.5698 3.6071 3.4935 0.099
H 6.3224 3.3001 5.0475 0.105
H 4.1990 2.1399 4.9929 0.100
H 5.4985 0.9719 5.0647 0.110
H 3.7505 0.2262 3.5294 0.107
H 5.2668 0.4369 2.6830 0.098
H 3.4561 1.2634 1.3068 0.079
H 4.4685 2.6223 1.7543 0.102
H 1.8041 1.8671 3.0723 0.055
H 2.0688 3.1958 1.9311 0.070
H 2.8005 3.2610 3.5370 0.069
```

Output
LUMO: -0.40 eV
2S+1: 1
Kohn-Sham gap: 7.610 eV

=====

Density functional theory data (ωB97M-V with the def2-TZVPD basis set) for a cluster of 3 separate species, C21H41BrIN3O3 in total at a distorted geometry.

The geometry in XYZ format:
```
70
Properties=species:S:1:pos:R:3:nbo_charge:R:1
C -2.1804 -1.3016 -0.1899 -0.621
C -0.7746 -1.4483 0.4166 -0.402
C 0.3672 -1.0931 -0.5483 -0.409
C 1.6895 -0.6124 0.0762 -0.406
C 1.8269 0.7393 0.8396 -0.247
C 0.5897 1.6553 1.0318 -0.299
C -0.4437 1.8301 -0.0774 -0.622
C 0.0019 1.1779 2.3357 0.695
O -1.1405 1.3091 2.6978 -0.566
N 0.9805 0.4858 3.0852 -0.693
C 2.3014 0.6245 2.3394 0.164
C 3.0906 -0.6244 2.7819 -0.461
C 4.5235 -1.0251 2.3624 -0.217
C 5.6400 -0.4745 3.2641 -0.640
Br 4.9864 -0.7696 0.4774 -0.020
C 2.8201 1.9706 2.9193 -0.277
I 4.4874 2.8012 1.8289 0.072
C 3.1005 1.9805 4.4193 -0.457
C 3.4902 3.3528 4.9850 -0.611
H -2.4719 -2.2332 -0.6804 0.234
H -2.9313 -1.0907 0.5762 0.210
H -2.2168 -0.5189 -0.9511 0.189
H -0.6600 -2.5080 0.6733 0.213
H -0.7021 -0.9069 1.3606 0.181
H 0.6274 -2.0149 -1.0802 0.228
H 0.0198 -0.4145 -1.3326 0.189
H 2.0363 -1.4392 0.6995 0.199
H 2.4182 -0.5736 -0.7346 0.227
H 2.5730 1.3269 0.2964 0.233
H 1.0095 2.6544 1.1895 0.228
H 0.0186 1.7317 -1.0590 0.213
H -0.8937 2.8239 -0.0063 0.215
H -1.2569 1.1168 0.0324 0.228
H 0.6845 -0.4857 3.1402 0.397
H 2.4485 -1.4798 2.5579 0.218
H 3.1220 -0.5832 3.8770 0.234
H 4.5448 -2.1114 2.4460 0.220
H 5.3450 0.4384 3.7735 0.212
H 5.9231 -1.2353 3.9951 0.218
H 6.5343 -0.2383 2.6850 0.236
H 2.0476 2.7193 2.7563 0.212
H 2.1724 1.6605 4.9012 0.239
H 3.8602 1.2450 4.6799 0.200
H 4.5732 3.4910 5.0173 0.215
H 3.0583 4.1648 4.3941 0.209
H 3.1183 3.4505 6.0066 0.216
C -2.3814 -2.4736 -5.6301 -0.405
N -2.3076 -3.1896 -4.3721 -0.421
C -3.3225 -4.1811 -4.0590 -0.413
C -1.3460 -2.9526 -3.4660 0.532
O -1.2645 -3.5043 -2.3833 -0.642
H -3.3240 -1.9257 -5.6910 0.220
H -2.3120 -3.1622 -6.4747 0.192
H -1.5590 -1.7630 -5.6913 0.204
H -3.8591 -3.9045 -3.1517 0.217
H -2.8659 -5.1581 -3.8981 0.210
H -4.0246 -4.2387 -4.8867 0.205
H -0.6296 -2.1766 -3.7877 0.103
C -3.4057 2.6769 -2.4264 -0.400
N -4.2278 1.5138 -2.6972 -0.425
C -5.2550 1.1355 -1.7400 -0.417
C -4.0864 0.7651 -3.8047 0.529
O -4.7888 -0.1904 -4.0780 -0.635
H -2.8563 2.5443 -1.4927 0.203
H -4.0272 3.5707 -2.3458 0.197
H -2.6923 2.8191 -3.2359 0.209
H -5.0745 0.1278 -1.3654 0.219
H -6.2389 1.1495 -2.2088 0.214
H -5.2380 1.8368 -0.9094 0.205
H -3.2716 1.1131 -4.4630 0.103
```

Output
LUMO: 0.45 eV
2S+1: 1
energy above the lowest of the compared OMol25 structures with the same formula, charge and spin: 0.1500 eV
Kohn-Sham gap: 9.625 eV
SMILES: CCCC[C@H]1[C@@H](C)C(=O)N[C@]1(C[C@H](C)Br)[C@H](I)CC.CN(C)C=O.CN(C)C=O